# C33H29MgN5O5P

C33H29MgN5O5P as an isolated structure (ωB97M-V/def2-TZVPD, OMol25).

## Properties
**Charge**: -1
**Gap between HOMO and LUMO**: 7.2 eV
**M**: 630.9 g/mol
**Spin multiplicity**: 1
**HOMO level**: -4.8 eV

```
74
Properties=species:S:1:pos:R:3:mulliken_charge:R:1
Mg 1.20 -0.14 -0.39 1.67
O 3.67 -1.04 -4.01 -0.75
C 3.32 0.03 -4.74 0.26
C 3.73 0.08 -6.08 -0.71
C 3.39 1.16 -6.87 -0.27
C 2.64 2.21 -6.35 -0.75
C 2.23 2.16 -5.03 -0.34
C 2.57 1.09 -4.21 0.20
C 2.13 1.05 -2.78 1.02
O 2.39 -0.02 -2.10 -1.27
N 1.50 2.10 -2.31 -0.94
N 1.13 1.86 -1.00 0.88
C 0.85 2.87 -0.27 -0.65
C 0.58 2.80 1.15 0.79
C 0.10 3.96 1.77 -0.68
C -0.15 4.01 3.13 -0.76
C 0.12 2.87 3.90 -0.38
C 0.61 1.73 3.32 -0.35
C 0.85 1.63 1.93 0.31
O 1.31 0.53 1.43 -0.78
H 3.23 -0.89 -3.13 0.51
H 4.31 -0.75 -6.46 0.41
H 3.72 1.18 -7.91 0.36
H 2.37 3.05 -6.98 0.37
H 1.65 2.96 -4.60 0.44
H 0.86 3.86 -0.74 0.29
H -0.09 4.83 1.16 0.34
H -0.53 4.92 3.59 0.38
H -0.07 2.89 4.97 0.39
H 0.81 0.84 3.91 0.42
N 1.89 -2.19 -0.11 -0.64
N 0.85 -3.02 -0.57 -0.14
C -0.22 -2.42 -1.31 0.49
O -0.94 -3.19 -1.93 -0.79
O -0.31 -1.15 -1.20 -1.11
H 2.73 -2.29 -0.68 0.31
H 2.11 -2.41 0.85 0.23
H 1.13 -3.91 -0.95 0.23
N -2.26 0.58 -0.01 0.04
C -3.35 0.22 0.76 0.42
C -4.53 0.98 0.69 -0.75
C -5.63 0.65 1.45 -0.59
C -5.60 -0.45 2.30 -0.85
C -4.44 -1.20 2.38 0.10
C -3.30 -0.87 1.65 -0.06
P -1.72 -1.78 1.86 1.22
C -2.32 -3.51 2.03 0.47
C -2.50 -4.21 0.83 -0.57
C -2.97 -5.52 0.85 -0.67
C -3.25 -6.14 2.06 -0.44
C -3.06 -5.46 3.25 -0.73
C -2.60 -4.15 3.23 -0.23
C -1.29 -1.37 3.60 0.38
C -0.17 -2.01 4.14 -0.52
C 0.26 -1.73 5.43 -0.68
C -0.42 -0.79 6.19 -0.51
C -1.51 -0.13 5.66 -0.66
C -1.95 -0.42 4.37 -0.62
H -1.67 -0.18 -0.37 -0.01
H -2.46 1.26 -0.73 0.27
H -4.56 1.83 0.02 0.34
H -6.53 1.25 1.37 0.36
H -6.47 -0.73 2.88 0.40
H -4.41 -2.05 3.05 0.37
H -2.26 -3.74 -0.12 0.16
H -3.11 -6.05 -0.08 0.43
H -3.61 -7.17 2.07 0.36
H -3.27 -5.94 4.20 0.40
H -2.45 -3.62 4.17 0.33
H 0.37 -2.74 3.54 0.35
H 1.12 -2.24 5.83 0.37
H -0.08 -0.56 7.20 0.33
H -2.03 0.62 6.24 0.40
H -2.80 0.11 3.96 0.35
```

***

# C33H41BrIN5OPS

A 6-piece molecular cluster, C33H41BrIN5OPS overall (ωB97M-V/def2-TZVPD, OMol25).

## Properties
**Charge**: +1
**Gap between HOMO and LUMO**: 8.3 eV
**M**: 793.6 g/mol
**Spin multiplicity**: 1
**HOMO level**: -11.0 eV

```
84
Properties=species:S:1:pos:R:3:mulliken_charge:R:1
C 2.41 3.05 1.69 -1.09
C 2.65 3.22 0.20 0.38
S 1.20 3.87 -0.70 -0.03
C 0.71 2.41 -1.63 -0.83
P -0.01 1.15 -0.55 0.07
C -0.57 -0.25 -1.57 -0.79
C -0.74 -1.48 -0.72 0.37
O -0.20 -1.64 0.33 -0.45
Br -1.85 -2.84 -1.48 -0.06
C -1.19 1.77 0.65 -0.86
C -2.62 2.09 0.21 -0.44
C -2.74 2.99 -1.01 -0.92
I -3.81 0.30 0.03 0.18
H 3.32 2.63 2.13 0.39
H 2.21 4.00 2.17 0.35
H 1.61 2.35 1.91 0.21
H 3.00 2.30 -0.27 -0.46
H 3.43 3.97 0.04 0.48
H 1.59 1.96 -2.08 0.54
H 0.03 2.67 -2.45 0.56
H 1.07 0.66 0.18 0.19
H -1.48 0.00 -2.10 0.48
H 0.22 -0.46 -2.29 0.54
H -1.19 1.09 1.50 0.58
H -0.74 2.71 1.00 0.43
H -3.07 2.60 1.05 0.38
H -3.72 2.86 -1.47 0.46
H -2.01 2.77 -1.79 0.27
H -2.69 4.02 -0.69 0.13
N -7.38 -2.76 -3.04 -0.57
C -7.87 -3.99 -3.20 -0.24
C -7.10 -5.14 -3.11 -0.38
C -5.75 -5.02 -2.84 -0.46
C -5.23 -3.75 -2.67 0.37
C -6.08 -2.66 -2.78 -0.27
H -8.93 -4.04 -3.42 0.38
H -7.56 -6.11 -3.25 0.43
H -5.12 -5.89 -2.75 0.40
H -4.18 -3.59 -2.45 -0.07
H -5.70 -1.65 -2.66 0.41
N -3.40 5.81 0.70 -0.23
C -4.64 5.47 1.05 0.12
C -5.63 6.39 1.38 -0.76
C -5.31 7.73 1.36 -0.13
C -4.02 8.11 1.00 -0.56
C -3.11 7.11 0.68 -0.19
H -4.86 4.41 1.05 0.26
H -6.62 6.05 1.65 0.36
H -6.05 8.48 1.61 0.39
H -3.73 9.15 0.97 0.36
H -2.10 7.37 0.40 0.36
N 5.59 1.75 -0.92 -0.31
C 5.19 0.48 -1.02 0.21
C 6.05 -0.60 -1.12 -0.65
C 7.41 -0.36 -1.12 -0.34
C 7.85 0.95 -1.02 -0.40
C 6.91 1.96 -0.92 -0.29
H 4.11 0.33 -1.01 0.15
H 5.66 -1.61 -1.19 0.36
H 8.12 -1.17 -1.19 0.46
H 8.91 1.18 -1.01 0.41
H 7.22 3.00 -0.83 0.37
N -7.37 -7.68 1.06 -0.55
C -7.13 -6.49 0.52 -0.27
C -5.98 -5.75 0.78 -0.22
C -5.05 -6.27 1.65 -0.39
C -5.29 -7.51 2.23 -0.30
C -6.46 -8.17 1.90 -0.24
H -7.88 -6.12 -0.16 0.44
H -5.84 -4.79 0.30 0.44
H -4.14 -5.73 1.88 0.39
H -4.59 -7.96 2.92 0.36
H -6.69 -9.14 2.33 0.36
N 10.10 -1.64 0.84 -0.38
C 9.45 -0.91 1.74 -0.04
C 10.02 -0.46 2.92 -0.60
C 11.35 -0.77 3.17 -0.18
C 12.04 -1.53 2.24 -0.41
C 11.37 -1.93 1.09 -0.23
H 8.41 -0.68 1.51 0.41
H 9.44 0.13 3.62 0.34
H 11.83 -0.44 4.08 0.38
H 13.07 -1.80 2.40 0.35
H 11.88 -2.52 0.34 0.37
```

***

# C8H8

An isolated molecule of C8H8 at a distorted geometry (ωB97M-V/def2-TZVPD, OMol25).

## Properties
**Gap between HOMO and LUMO**: 9.0 eV
**M**: 104.2 g/mol
**Spin multiplicity**: 1
**HOMO level**: -8.6 eV
**ΔE to the lowest compared entry with this formula, charge and spin**: 108.3 kcal/mol
**SMILES**: C=C=C=CCC#CC

```
16
Properties=species:S:1:pos:R:3:mulliken_charge:R:1
C -2.08 -0.40 -1.99 -0.84
C -2.10 -0.46 -0.64 0.31
C -1.82 -0.46 0.61 0.26
C -1.27 -0.64 1.80 -0.78
C 0.04 0.01 2.08 -0.12
C 0.78 0.38 0.91 -0.26
C 1.45 0.59 -0.04 0.24
C 2.32 0.83 -1.15 -1.06
H -2.75 -1.11 -2.58 0.22
H -1.24 0.15 -2.43 0.24
H -1.72 -1.33 2.43 0.41
H -0.11 0.85 2.86 0.27
H 0.68 -0.80 2.46 0.23
H 3.10 0.10 -0.95 0.31
H 2.76 1.75 -1.16 0.34
H 1.95 0.55 -2.21 0.24
```

***

# C31H60FNO5S

A 2-piece molecular cluster, C31H60FNO5S overall at a distorted geometry (ωB97M-V/def2-TZVPD, OMol25).

## Properties
**Gap between HOMO and LUMO**: 9.4 eV
**M**: 577.9 g/mol
**Spin multiplicity**: 1
**HOMO level**: -8.8 eV

```
99
Properties=species:S:1:pos:R:3:mulliken_charge:R:1
C -2.46 -2.08 5.55 -0.37
C -2.93 -2.70 4.49 0.00
C -3.30 -3.58 3.20 -0.59
N -3.09 -2.99 1.88 -0.15
C -1.69 -2.67 1.49 1.10
C -0.58 -3.76 1.92 -1.16
O 0.80 -3.25 1.87 -0.21
C 1.39 -3.24 3.20 -0.68
C -1.15 -1.23 2.07 0.12
C -2.30 -0.13 2.28 -0.89
F -0.17 -0.60 1.15 -0.11
C -1.79 -2.43 -0.14 1.00
C -0.49 -2.93 -0.95 -0.96
C -0.67 -2.81 -2.58 0.51
C 0.65 -3.56 -3.20 -0.67
C 1.15 -2.89 -4.59 -0.83
C 1.87 -1.46 -4.42 -0.51
C 2.63 -1.26 -3.01 0.52
C 3.51 0.10 -3.00 -0.59
C 2.52 1.27 -2.41 -0.09
C 3.24 2.15 -1.25 -0.82
C 3.75 1.31 0.02 -0.18
C 3.63 2.31 1.32 -0.58
C 2.39 1.93 2.27 -0.41
O -2.94 -3.15 -0.73 -0.51
C -3.97 -2.23 -1.16 -0.14
C -3.82 -1.65 -2.65 -0.71
C -3.18 -0.14 -2.70 0.37
C -3.03 0.38 -4.23 -0.64
C -2.66 1.95 -4.38 -0.77
C -1.84 2.59 -3.14 0.15
O -2.70 3.29 -2.18 -0.37
C -2.23 3.09 -0.83 0.50
C -1.68 4.26 0.12 -0.88
O -2.29 1.90 -0.34 -0.31
H -2.28 -1.73 6.65 0.35
H -2.78 -4.62 3.32 0.31
H -4.44 -3.83 3.30 0.43
H -3.79 -2.30 1.58 0.32
H -0.72 -4.68 1.21 0.23
H -0.68 -4.18 2.98 0.51
H 2.24 -2.44 3.17 0.19
H 1.91 -4.23 3.50 0.24
H 0.66 -2.87 4.03 0.29
H -0.66 -1.41 3.11 0.06
H -3.00 -0.19 1.35 0.01
H -1.80 0.92 2.26 0.28
H -2.91 -0.24 3.25 0.26
H -2.00 -1.31 -0.39 -0.91
H 0.39 -2.22 -0.70 -0.09
H -0.22 -4.05 -0.78 0.25
H -1.56 -3.51 -2.87 0.39
H -0.79 -1.73 -2.94 -0.43
H 1.47 -3.66 -2.40 0.26
H 0.34 -4.65 -3.47 0.41
H 1.90 -3.66 -5.06 0.33
H 0.22 -2.85 -5.29 0.24
H 1.09 -0.63 -4.62 0.09
H 2.68 -1.40 -5.26 0.43
H 3.26 -2.22 -2.83 0.36
H 1.81 -1.29 -2.19 -0.70
H 4.43 -0.08 -2.34 0.24
H 3.77 0.33 -4.11 0.37
H 1.51 0.84 -2.05 -0.16
H 2.27 1.95 -3.31 0.32
H 4.15 2.70 -1.71 0.20
H 2.47 2.97 -0.92 0.33
H 4.89 1.12 -0.11 0.34
H 3.18 0.31 0.19 0.12
H 3.51 3.39 0.94 0.21
H 4.64 2.26 1.88 0.33
H 1.52 1.59 1.59 -0.01
H 2.74 1.08 2.98 0.20
H 2.02 2.86 2.84 0.13
H -4.15 -1.35 -0.41 0.04
H -4.97 -2.83 -1.14 0.28
H -3.29 -2.34 -3.40 0.18
H -4.90 -1.51 -3.06 0.53
H -3.99 0.54 -2.21 0.43
H -2.20 -0.04 -2.11 -0.37
H -2.24 -0.30 -4.74 0.19
H -4.02 0.22 -4.81 0.28
H -1.98 2.06 -5.32 0.29
H -3.58 2.63 -4.59 0.30
H -1.12 3.40 -3.57 0.36
H -1.17 1.79 -2.66 -0.17
H -2.53 4.64 0.82 0.30
H -0.88 3.80 0.82 0.18
H -1.21 5.11 -0.50 0.29
C 2.40 4.44 5.98 -0.97
S 2.92 5.54 4.65 0.41
O 3.32 4.68 3.49 -0.50
C 4.45 6.09 5.45 -0.97
H 1.47 3.95 5.68 0.31
H 3.17 3.68 6.17 0.30
H 2.22 5.02 6.89 0.41
H 5.09 5.23 5.67 0.30
H 4.20 6.62 6.38 0.39
H 4.97 6.77 4.78 0.32
```